(1)
The following is a quantum chemistry calculation of a cluster of 2 separate species, C5H15N2 in total, from the OMol25 dataset.

Geometry as XYZ:
```
22
C5H15N2 (ωB97M-V/def2-TZVPD)
N -1.423 2.273 0.579
C -0.641 1.941 -0.412
N -0.928 2.179 -1.663
H -2.223 2.875 0.453
H -1.049 2.055 1.462
H 0.265 1.389 -0.207
H -0.264 1.947 -2.322
H -1.854 2.553 -2.003
C -0.867 -2.163 1.283
C 1.914 -0.358 -0.843
C 1.296 -1.376 0.139
C -0.070 -0.991 0.716
H -0.855 -2.947 0.507
H -1.874 -1.949 1.617
H -0.359 -2.528 2.184
H 2.910 -0.682 -1.199
H 2.119 0.589 -0.371
H 1.272 -0.211 -1.786
H 2.035 -1.566 0.969
H 1.158 -2.317 -0.436
H 0.063 -0.169 1.459
H -0.627 -0.545 -0.126
```

Orbital gap = 11.00 eV
Charge = +1
Highest occupied orbital energy = -14.64 eV
E_tot = -308.77232 Ha

(2)
The following is a quantum chemistry calculation of a structure of composition C31H51N6PSbSe4Tc, from the OMol25 dataset.

Geometry as XYZ:
```
95
C31H51N6PSbSe4Tc (ωB97M-V/def2-TZVPD)
Tc 0.719 0.366 0.546
C -0.088 2.025 5.429
C -0.687 2.869 4.348
C -1.758 3.731 4.600
C -2.284 4.477 3.561
C -1.705 4.385 2.299
C -0.603 3.549 2.142
N -0.138 2.783 3.130
C 0.199 3.572 0.877
C 0.201 4.747 0.135
C 0.979 4.866 -1.003
C 1.857 3.846 -1.311
C 1.883 2.726 -0.499
N 1.001 2.533 0.519
C 2.965 1.718 -0.600
C 4.184 2.033 -1.151
C 5.212 1.094 -1.081
C 4.974 -0.104 -0.453
C 3.718 -0.389 0.088
C 3.517 -1.725 0.715
N 2.724 0.521 0.004
H -0.561 2.213 6.389
H 0.979 2.234 5.515
H -0.198 0.963 5.199
H -2.157 3.817 5.601
H -3.114 5.150 3.734
H -2.096 4.976 1.482
H -0.381 5.591 0.467
H 0.938 5.763 -1.606
H 2.530 3.929 -2.151
H 4.359 3.001 -1.595
H 6.183 1.315 -1.504
H 5.753 -0.848 -0.369
H 3.853 -2.499 0.026
H 2.484 -1.911 0.991
H 4.134 -1.806 1.611
Se 5.242 -3.114 3.968
Sb 3.855 -1.880 5.277
Se 3.171 0.151 3.500
Se 1.051 -0.177 2.761
Se 3.078 -1.126 7.261
N -4.940 2.002 1.310
C -3.686 1.364 1.855
C -2.546 1.367 0.832
N -1.364 0.688 1.400
H -5.682 2.007 2.018
H -5.311 1.502 0.498
H -4.789 2.976 1.032
H -3.960 0.351 2.151
H -3.416 1.927 2.750
H -2.263 2.390 0.586
H -2.843 0.873 -0.091
H -1.602 -0.262 1.681
H -1.075 1.177 2.253
C -1.793 0.362 -2.484
C -0.996 -0.813 -3.071
C 0.197 -0.207 -3.827
C -1.885 -1.586 -4.058
P -0.347 -1.938 -1.727
N 0.243 -0.878 -0.503
C -1.671 -2.942 -0.860
C -1.202 -3.340 0.551
C -2.049 -4.196 -1.662
C -2.932 -2.086 -0.681
C 1.104 -2.978 -2.291
C 0.761 -3.730 -3.586
C 1.435 -4.007 -1.198
C 2.344 -2.098 -2.538
H -1.883 1.118 -3.264
H -1.281 0.828 -1.638
H -2.802 0.081 -2.193
H -0.193 0.560 -4.496
H 0.710 -0.935 -4.448
H 0.922 0.268 -3.161
H -2.202 -0.883 -4.831
H -2.786 -1.985 -3.596
H -1.364 -2.398 -4.558
H -0.403 -4.073 0.553
H -2.053 -3.797 1.058
H -0.877 -2.480 1.142
H -1.263 -4.945 -1.669
H -2.335 -3.977 -2.690
H -2.916 -4.647 -1.175
H -2.714 -1.149 -0.164
H -3.628 -2.658 -0.066
H -3.437 -1.865 -1.618
H -0.129 -4.350 -3.511
H 1.601 -4.396 -3.792
H 0.666 -3.067 -4.442
H 0.676 -4.779 -1.106
H 1.603 -3.556 -0.223
H 2.355 -4.509 -1.499
H 2.365 -1.683 -3.540
H 3.224 -2.733 -2.439
H 2.436 -1.280 -1.828
```

Orbital gap = 5.60 eV
Charge = +4
Highest occupied orbital energy = -17.36 eV
E_tot = -11807.20715 Ha

(3)
The following is a quantum chemistry calculation of a structure of composition C34H93MgN7O10, from the OMol25 dataset.

Geometry as XYZ:
```
145
C34H93MgN7O10 (ωB97M-V/def2-TZVPD)
Mg -0.169 4.721 -3.225
C -3.564 1.777 -6.299
C -2.074 2.147 -6.602
O -1.722 3.344 -5.981
H -3.702 1.771 -5.218
H -3.811 0.772 -6.642
H -4.254 2.487 -6.755
H -1.911 2.172 -7.679
H -1.447 1.324 -6.257
C 0.019 -0.195 -1.458
C 1.013 0.812 -0.817
O 0.835 2.124 -1.255
H 0.100 -0.116 -2.542
H -1.052 -0.057 -1.311
H 0.278 -1.218 -1.186
H 2.008 0.440 -1.060
H 0.959 0.693 0.265
C -2.561 -4.970 0.468
C -2.845 -6.330 -0.125
O -2.307 -7.348 0.675
H -2.988 -4.075 0.015
H -1.482 -4.825 0.522
H -2.954 -5.007 1.484
H -2.398 -6.405 -1.117
H -3.933 -6.366 -0.179
H -2.631 -8.139 0.238
C 8.786 -0.196 3.228
C 7.530 0.063 2.424
C 7.200 -0.843 1.238
O 8.261 -0.734 0.237
C 8.076 -1.674 -0.813
N 6.459 0.073 3.357
H 8.617 -0.955 3.992
H 9.180 0.693 3.720
H 9.603 -0.579 2.616
H 7.634 1.048 1.969
H 6.245 -0.607 0.770
H 7.076 -1.871 1.578
H 8.177 -2.720 -0.523
H 8.905 -1.529 -1.506
H 7.103 -1.489 -1.267
H 5.591 0.170 2.849
H 6.359 -0.883 3.666
C -2.553 5.708 8.875
C -1.186 5.278 9.522
C -0.062 4.979 8.519
O -0.584 4.105 7.556
C 0.271 3.895 6.433
N -0.710 6.250 10.439
H -3.270 5.936 9.664
H -2.987 4.896 8.292
H -2.408 6.619 8.295
H -1.344 4.358 10.085
H 0.824 4.501 8.938
H 0.252 5.896 8.019
H -0.184 3.169 5.760
H 1.225 3.423 6.666
H 0.554 4.776 5.857
H -0.852 7.158 10.021
H 0.283 6.130 10.574
C -3.109 4.841 0.930
C -3.996 4.294 -0.225
C -5.538 4.591 -0.112
O -6.388 4.152 -1.188
C -6.720 2.750 -1.420
N -3.468 4.819 -1.486
H -2.069 4.526 0.840
H -3.411 4.526 1.929
H -3.219 5.925 0.969
H -3.970 3.205 -0.244
H -5.690 5.670 -0.070
H -5.854 4.241 0.870
H -5.808 2.160 -1.326
H -7.098 2.631 -2.435
H -7.463 2.351 -0.729
H -4.189 4.419 -2.069
H -3.702 5.797 -1.388
C 1.333 9.506 -4.802
C 1.321 7.937 -4.700
C 2.629 7.295 -5.097
O 2.604 5.924 -4.698
C 3.751 5.095 -4.886
N 0.858 7.500 -3.422
H 1.986 9.903 -4.025
H 0.312 9.881 -4.736
H 1.669 9.826 -5.788
H 0.521 7.662 -5.386
H 3.532 7.791 -4.742
H 2.688 7.205 -6.182
H 3.519 4.105 -4.494
H 4.710 5.401 -4.467
H 3.910 4.887 -5.945
H 1.544 7.860 -2.775
H 0.045 8.006 -3.101
C -10.428 -4.382 -2.544
C -9.330 -3.287 -2.797
C -7.918 -3.878 -2.338
O -6.913 -2.868 -2.416
C -6.060 -3.021 -3.574
N -9.394 -2.877 -4.182
H -11.417 -3.938 -2.430
H -10.268 -4.790 -1.546
H -10.450 -5.178 -3.288
H -9.560 -2.455 -2.131
H -7.604 -4.723 -2.952
H -7.921 -4.258 -1.317
H -6.663 -2.755 -4.442
H -5.652 -4.031 -3.634
H -5.212 -2.339 -3.633
H -9.134 -3.692 -4.719
H -8.571 -2.361 -4.459
C 2.159 -7.760 -2.939
C 2.642 -6.715 -1.988
C 2.419 -5.258 -2.429
O 3.236 -4.985 -3.559
C 3.009 -3.688 -4.141
N 2.237 -7.014 -0.595
H 2.860 -7.710 -3.772
H 1.144 -7.666 -3.323
H 2.242 -8.795 -2.607
H 3.726 -6.807 -1.934
H 2.666 -4.531 -1.656
H 1.359 -5.115 -2.641
H 3.783 -3.673 -4.909
H 3.286 -2.881 -3.463
H 1.995 -3.545 -4.516
H 2.319 -8.016 -0.500
H 1.234 -6.894 -0.596
C 5.954 -5.136 5.120
C 4.739 -5.780 4.388
C 3.458 -4.917 4.567
O 3.592 -3.532 4.368
C 2.323 -2.856 4.572
N 5.060 -5.976 2.999
H 5.778 -5.081 6.195
H 6.162 -4.155 4.694
H 6.877 -5.708 5.020
H 4.626 -6.757 4.857
H 3.005 -5.104 5.540
H 2.641 -5.182 3.896
H 2.508 -1.815 4.305
H 2.010 -2.854 5.616
H 1.528 -3.233 3.928
H 5.056 -5.038 2.623
H 4.146 -6.249 2.669
```

Orbital gap = 3.79 eV
Highest occupied orbital energy = -6.68 eV
E_tot = -2686.48244 Ha